--- i ---
Here is a cluster of 2 separate species, C5H14 in total from the OMol25 dataset. Energies are from the ωB97M-V functional and the def2-TZVPD basis.

Computed properties:
**Frontier orbital gap**: 12.1 eV
**SMILES string**: CCC.CC
**HOMO**: -11.0 eV

Last column: natural (NBO) charge in e.
Atoms and positions in Å:
C1 -1.21515 1.65216 0.20320  -0.590
C2 -1.92384 2.95413 0.35419  -0.596
H1 -1.93192 0.83209 -0.10212  0.194
H2 -0.43501 1.53690 -0.32555  0.194
H3 -0.91567 1.51505 1.17403  0.198
H4 -2.33653 3.28532 -0.70038  0.187
H5 -1.27317 3.79585 0.61863  0.205
H6 -2.79888 2.88071 1.04869  0.209
C3 1.07255 -0.99826 -0.15587  -0.412
C4 -0.05615 -2.12337 -0.53721  -0.621
C5 2.41959 -1.75234 0.07394  -0.609
H7 1.18348 -0.22385 -0.90858  0.198
H8 0.89998 -0.32400 0.72894  0.209
H9 -0.01427 -2.57308 -1.58381  0.212
H10 -1.21243 -1.80722 -0.57521  0.210
H11 3.24259 -1.20931 -0.45004  0.210
H12 2.75004 -1.81075 1.21353  0.200
H13 0.13845 -2.89776 0.16279  0.201
H14 2.40634 -2.73225 -0.23917  0.201

---

--- ii ---
Here is a cluster of 2 separate species, C5H14 in total from the OMol25 dataset. Energies are from the ωB97M-V functional and the def2-TZVPD basis.

Computed properties:
**Frontier orbital gap**: 12.4 eV
**SMILES string**: CCC.CC
**HOMO**: -11.3 eV

Last column: natural (NBO) charge in e.
Atoms and positions in Å:
C1 2.91229 1.28253 -1.22605  -0.607
C2 2.10134 0.77960 -0.01246  -0.611
H1 3.51041 0.49236 -1.68100  0.202
H2 2.30198 1.73085 -2.00119  0.202
H3 3.62838 2.03793 -0.89511  0.201
H4 1.14422 0.36868 -0.32171  0.203
H5 1.98271 1.58555 0.71245  0.205
H6 2.64879 -0.05689 0.41434  0.204
C3 -2.29485 -0.72938 0.84525  -0.400
C4 -2.01452 0.30681 -0.22510  -0.609
C5 -1.29149 -1.87453 0.85224  -0.606
H7 -2.38562 -0.26442 1.82769  0.197
H8 -3.31109 -1.09997 0.68759  0.194
H9 -1.14978 0.94351 -0.02886  0.202
H10 -2.83390 1.02690 -0.28899  0.207
H11 -1.33218 -2.45657 1.76933  0.209
H12 -1.43400 -2.50690 -0.02407  0.203
H13 -1.90902 -0.09290 -1.23717  0.202
H14 -0.27368 -1.47317 0.83284  0.200

---

--- iii ---
Here is a cluster of 2 separate species, C5H14 in total from the OMol25 dataset. Energies are from the ωB97M-V functional and the def2-TZVPD basis.

Computed properties:
**Frontier orbital gap**: 11.9 eV
**SMILES string**: CCC.CC
**HOMO**: -10.9 eV

Last column: natural (NBO) charge in e.
Atoms and positions in Å:
C1 -0.91976 0.97614 -2.82938  -0.629
C2 0.59998 0.51794 -2.60551  -0.592
H1 -0.90594 1.31693 -3.90512  0.212
H2 -1.56119 0.12244 -2.84962  0.208
H3 -0.97959 1.70554 -1.97807  0.216
H4 0.88314 -0.18522 -3.59253  0.176
H5 0.69326 -0.12830 -1.75055  0.199
H6 1.37464 1.30661 -2.65576  0.208
C3 -0.08910 -1.07035 1.80175  -0.400
C4 -0.33805 -0.41251 3.16699  -0.620
C5 0.63901 -0.11647 0.74448  -0.632
H7 -1.07099 -1.47035 1.38781  0.197
H8 0.64402 -1.90349 1.91171  0.206
H9 -0.54761 -1.18654 3.87927  0.213
H10 0.60243 0.30359 3.31096  0.200
H11 0.48220 1.00529 0.62356  0.213
H12 0.26443 -0.56730 -0.23545  0.206
H13 -1.05863 0.43409 3.26208  0.212
H14 1.82739 -0.12179 0.92168  0.209

---

Pick the least stable structure from those above. Pick: iii